No. 1
This record from the OMol25 dataset describes an isolated molecule of C5H10F2. The level of theory is ωB97M-V with the def2-TZVPD basis set.

Summary:
LUMO energy in hartree: 0.0317
Structure (SMILES): CC(C)(C)C(F)F
Relative energy (zero: lowest compared OMol25 entry of this formula, charge and spin) in kJ/mol: 158.6
Kohn-Sham gap in Eh: 0.4195
HOMO level in eV: -10.554

```
17
C5H10F2, DFT ωB97M-V with the def2-TZVPD basis set
C -0.115 1.286 0.262
C 0.233 -0.305 -1.565
C -0.530 -1.039 0.720
C 1.845 -0.094 0.588
C 0.276 -0.058 -0.086
F 2.673 -1.014 -0.133
F 2.388 1.052 0.420
H -1.195 1.616 -0.046
H 0.562 2.017 -0.024
H -0.075 1.290 1.467
H 0.760 -1.175 -1.906
H 0.700 0.599 -2.036
H -0.778 -0.554 -1.830
H -1.632 -0.826 0.454
H -0.245 -1.992 0.287
H -0.525 -0.994 1.791
H 1.788 -0.336 1.618
```



No. 2
This record from the OMol25 dataset describes a cluster of 2 separate species, C5H10FN in total. The level of theory is ωB97M-V with the def2-TZVPD basis set.

Summary:
LUMO energy (spin up / spin down) in hartree: 0.0369 / -0.0136
Spin multiplicity: 3
<S²>: 2.0143
Relative energy (zero: lowest compared OMol25 entry of this formula, charge and spin) in kJ/mol: 86.3
Kohn-Sham gap (spin up / spin down) in Eh: 0.2341 / 0.3252
HOMO level (spin up / spin down) in eV: -5.366 / -9.218

```
17
C5H10FN, DFT ωB97M-V with the def2-TZVPD basis set
C 0.058 2.273 -0.862
C 0.608 1.288 -0.165
C 1.976 1.011 0.117
C -1.542 -2.037 -0.595
C -0.594 -0.403 1.113
N -0.666 -1.682 0.562
F 0.061 -0.368 2.297
H -0.946 2.508 -0.930
H 0.784 2.808 -1.536
H 2.084 1.326 1.263
H 2.563 1.684 -0.538
H 2.080 -0.097 0.013
H -1.201 -3.021 -0.949
H -2.601 -2.102 -0.278
H -1.409 -1.235 -1.243
H -1.502 0.280 1.178
H 0.248 -2.234 0.553
```



No. 3
This record from the OMol25 dataset describes a cluster of 2 separate species, C5H10FN3O2S in total. The level of theory is ωB97M-V with the def2-TZVPD basis set.

Summary:
LUMO energy in hartree: 0.0110
Structure (SMILES): O/N=C(/CF)NO.C=CNC=S
Kohn-Sham gap in Eh: 0.3309
HOMO level in eV: -8.706

```
22
C5H10FN3O2S, DFT ωB97M-V with the def2-TZVPD basis set
C -0.491 -2.512 -1.805
C 0.713 -2.026 -1.519
C 2.473 -1.492 0.077
C -1.086 1.699 0.868
C -0.495 0.659 1.787
H -0.850 -2.515 -2.827
H -1.149 -2.917 -1.040
H 1.370 -1.621 -2.287
H 0.706 -2.339 0.539
H 3.014 -1.121 -0.797
H 0.993 1.458 -0.679
H -1.102 2.290 -1.071
H -0.869 -0.330 1.496
H 0.598 0.646 1.699
H -2.711 4.170 0.788
N 1.258 -1.980 -0.232
N -0.920 1.477 -0.492
N -1.777 2.656 1.356
O 0.268 0.828 -0.843
O -2.229 3.483 0.314
F -0.836 0.921 3.088
S 3.121 -1.433 1.579
```



No. 4
This record from the OMol25 dataset describes the ion C5H10FN4 with charge +1. The level of theory is ωB97M-V with the def2-TZVPD basis set.

Summary:
LUMO energy (spin up / spin down) in hartree: -0.1533 / -0.1624
Relative energy (zero: lowest compared OMol25 entry of this formula, charge and spin) in kJ/mol: 471.4
Kohn-Sham gap (spin up / spin down) in Eh: 0.2380 / 0.2192
HOMO level (spin up / spin down) in eV: -10.648 / -10.383
Charge: +1

```
20
C5H10FN4, DFT ωB97M-V with the def2-TZVPD basis set
C 1.094 0.845 0.480
C 2.090 -0.013 0.996
C -0.690 2.013 -0.718
C -1.366 -2.201 -0.426
C -1.650 -0.002 0.219
N 0.528 1.770 -0.032
N -1.813 1.323 -0.050
N -1.614 -0.966 -0.722
N 2.778 -0.764 -0.042
F -1.517 -0.536 1.462
H 2.498 0.656 1.804
H 1.579 -0.735 1.536
H -0.967 3.017 -0.709
H -0.651 1.663 -1.826
H -1.120 -2.560 0.538
H -1.652 -3.082 -1.040
H -2.380 1.998 0.382
H -1.873 -0.894 -1.708
H 3.328 -0.018 -0.431
H 3.400 -1.511 0.288
```



No. 5
This record from the OMol25 dataset describes a cluster of 2 separate species, C5H10INO3 in total. The level of theory is ωB97M-V with the def2-TZVPD basis set.

Summary:
LUMO energy (spin up / spin down) in hartree: -0.0017 / -0.0017
Structure (SMILES): [O-]/[N+](O)=C\I.CC(C)=CO
Relative energy (zero: lowest compared OMol25 entry of this formula, charge and spin) in kJ/mol: 201.4
Kohn-Sham gap (spin up / spin down) in Eh: 0.3158 / 0.3158
HOMO level (spin up / spin down) in eV: -8.641 / -8.640

```
20
C5H10INO3, DFT ωB97M-V with the def2-TZVPD basis set
C 0.063 -0.634 1.342
C -1.664 0.685 -0.321
C -0.268 0.433 0.272
C 0.751 1.191 -0.214
C 1.936 0.570 -2.542
N 0.902 0.125 -3.180
O 0.307 -1.261 -2.912
O 0.199 0.892 -3.818
O 2.013 1.031 0.388
I 2.557 2.541 -2.984
H -0.975 -1.015 1.448
H 0.356 -0.317 2.351
H 0.675 -1.448 0.951
H -1.447 1.167 -1.310
H -2.200 1.453 0.288
H -2.404 -0.125 -0.511
H -0.740 -1.095 -2.816
H 0.527 2.158 -0.638
H 2.592 -0.133 -1.896
H 1.646 1.165 1.301
```



No. 6
This record from the OMol25 dataset describes an isolated molecule of C5H10IP. The level of theory is ωB97M-V with the def2-TZVPD basis set.

Summary:
LUMO energy in hartree: 0.0188
Structure (SMILES): CC[C@@]1(I)C[C@H]1P
Relative energy (zero: lowest compared OMol25 entry of this formula, charge and spin) in kJ/mol: 3.0
Kohn-Sham gap in Eh: 0.3584
HOMO level in eV: -9.242

```
17
C5H10IP, DFT ωB97M-V with the def2-TZVPD basis set
C 0.655 1.330 -0.210
C 0.658 0.716 1.168
C 0.636 -0.152 -0.053
C -0.733 -1.085 -1.951
C -0.588 -0.940 -0.441
P -0.856 0.873 2.213
I 2.479 -1.190 -0.489
H -0.258 1.799 -0.554
H 1.552 1.824 -0.554
H 1.588 0.773 1.725
H -0.766 -0.107 -2.427
H -1.649 -1.619 -2.191
H 0.105 -1.641 -2.367
H -0.556 -1.928 0.028
H -1.460 -0.409 -0.039
H -0.324 1.875 3.023
H -0.483 -0.121 3.119
```



No. 7
This record from the OMol25 dataset describes a structure of composition C5H10LuO3. The level of theory is ωB97M-V with the def2-TZVPD basis set.

Summary:
LUMO energy in hartree: -0.2503
Relative energy (zero: lowest compared OMol25 entry of this formula, charge and spin) in kJ/mol: 136.9
Kohn-Sham gap in Eh: 0.1968
HOMO level in eV: -12.167
Charge: +1

```
19
C5H10LuO3, DFT ωB97M-V with the def2-TZVPD basis set
O -1.193 -1.761 0.805
C -2.184 -1.528 1.763
C -2.940 -0.215 1.482
O -2.068 0.846 1.232
C 0.819 -1.054 -1.527
C 1.829 -0.046 -1.693
O 1.532 1.021 -0.804
C 2.500 2.055 -0.706
Lu -0.390 0.151 0.233
H -1.751 -1.470 2.787
H -2.921 -2.357 1.785
H -3.609 -0.007 2.345
H -3.602 -0.392 0.604
H 1.023 -1.968 -2.102
H 1.936 0.296 -2.743
H 2.095 2.813 -0.030
H 3.438 1.653 -0.297
H 2.684 2.497 -1.695
H 2.800 -0.535 -1.440
```



No. 8
This record from the OMol25 dataset describes a structure of composition C5H10MgO3Pt. The level of theory is ωB97M-V with the def2-TZVPD basis set.

Summary:
LUMO energy (spin up / spin down) in hartree: -0.0122 / -0.0793
Spin multiplicity: 3
<S²>: 2.0054
Relative energy (zero: lowest compared OMol25 entry of this formula, charge and spin) in kJ/mol: 335.2
Kohn-Sham gap (spin up / spin down) in Eh: 0.1820 / 0.1517
HOMO level (spin up / spin down) in eV: -5.285 / -6.285

```
20
C5H10MgO3Pt, DFT ωB97M-V with the def2-TZVPD basis set
O -0.123 -1.484 -1.185
C -0.947 -0.505 -1.739
C -1.837 0.221 -0.736
O -1.028 0.429 0.423
C -1.200 1.571 1.232
Pt -0.020 -1.114 0.663
H -1.586 -0.887 -2.555
H -0.265 0.263 -2.153
H -2.725 -0.365 -0.452
H -2.199 1.183 -1.125
H -0.879 1.277 2.238
H -0.540 2.374 0.872
H -2.242 1.909 1.132
C 1.895 -1.706 1.044
C 2.323 -0.782 0.033
O 2.377 0.437 0.439
Mg 2.187 2.386 -0.035
H 2.077 -1.407 2.085
H 1.961 -2.764 0.761
H 2.770 -1.036 -0.943
```



No. 9
This record from the OMol25 dataset describes a structure of composition C5H10MnOP. The level of theory is ωB97M-V with the def2-TZVPD basis set.

Summary:
LUMO energy (spin up / spin down) in hartree: -0.0135 / -0.0169
Spin multiplicity: 5
<S²>: 6.1089
Relative energy (zero: lowest compared OMol25 entry of this formula, charge and spin) in kJ/mol: 91.8
Kohn-Sham gap (spin up / spin down) in Eh: 0.1873 / 0.2110
HOMO level (spin up / spin down) in eV: -5.463 / -6.201

```
18
C5H10MnOP, DFT ωB97M-V with the def2-TZVPD basis set
C -0.394 -0.716 -1.137
C -0.629 0.063 -2.251
C -0.419 1.452 -2.332
C 0.157 2.184 -1.264
C 0.460 1.604 -0.040
Mn -0.073 -0.099 0.553
P 0.134 -2.385 1.464
H -0.632 -1.790 -1.270
H -1.010 -0.412 -3.171
H -0.634 1.971 -3.279
H 1.054 2.220 0.654
H 0.380 3.253 -1.467
H 1.383 -2.700 2.072
H 0.101 -3.398 0.481
H -0.699 -3.006 2.429
O 0.257 0.482 2.509
H 0.336 1.405 2.791
H 0.228 -0.126 3.261
```



No. 10
This record from the OMol25 dataset describes a cluster of 2 separate species, C5H10N in total. The level of theory is ωB97M-V with the def2-TZVPD basis set.

Summary:
LUMO energy in hartree: -0.1831
Relative energy (zero: lowest compared OMol25 entry of this formula, charge and spin) in kJ/mol: 485.9
Kohn-Sham gap in Eh: 0.3252
HOMO level in eV: -13.833
Charge: +1

```
16
C5H10N, DFT ωB97M-V with the def2-TZVPD basis set
C -2.041 0.675 0.195
C -0.394 -0.497 -1.407
C 0.275 -0.404 -0.131
C 0.637 -1.397 0.926
C 1.553 1.431 0.098
N -1.020 0.143 -0.299
H -2.063 0.739 1.264
H -2.875 1.041 -0.546
H -0.194 -0.129 -2.327
H -0.793 -1.445 -1.658
H 1.343 -2.039 0.548
H -0.230 -1.854 1.192
H 0.906 -0.820 1.790
H 1.898 1.153 1.040
H 0.962 2.259 0.184
H 2.036 1.144 -0.868
```



No. 11
This record from the OMol25 dataset describes the ion C5H10N with charge +1. The level of theory is ωB97M-V with the def2-TZVPD basis set.

Summary:
LUMO energy in hartree: -0.1448
Structure (SMILES): CC[N+]1(C)C=C1
Relative energy (zero: lowest compared OMol25 entry of this formula, charge and spin) in kJ/mol: 338.3
Kohn-Sham gap in Eh: 0.4393
HOMO level in eV: -15.895
Charge: +1

```
16
C5H10N, DFT ωB97M-V with the def2-TZVPD basis set
C 0.358 -0.512 -1.781
C 0.125 0.756 -1.819
C -0.986 -0.874 1.380
C 1.476 0.478 0.178
C -1.032 0.271 0.384
N 0.204 0.224 -0.468
H 0.615 -1.492 -1.989
H -0.105 1.669 -2.331
H -1.426 -1.846 0.945
H 0.019 -1.301 1.674
H -1.692 -0.626 2.195
H 1.446 1.591 0.532
H 1.577 0.011 1.156
H 2.325 0.260 -0.497
H -1.107 1.265 0.713
H -1.797 0.126 -0.273
```



No. 12
This record from the OMol25 dataset describes the ion C5H10N with charge +1. The level of theory is ωB97M-V with the def2-TZVPD basis set.

Summary:
LUMO energy (spin up / spin down) in hartree: -0.1965 / -0.1455
Relative energy (zero: lowest compared OMol25 entry of this formula, charge and spin) in kJ/mol: 422.9
Kohn-Sham gap (spin up / spin down) in Eh: 0.2592 / 0.3523
HOMO level (spin up / spin down) in eV: -12.399 / -13.545
Charge: +1

```
16
C5H10N, DFT ωB97M-V with the def2-TZVPD basis set
C 0.826 -0.449 1.449
C 1.995 -0.212 0.586
C -0.487 -1.023 -0.745
C -0.436 -0.376 0.632
C -0.188 0.416 -0.627
N -1.166 1.402 -1.154
H 0.939 -1.439 1.924
H 0.786 0.276 2.264
H 2.802 0.417 0.920
H 2.139 -0.781 -0.312
H 0.282 -1.730 -1.015
H -1.459 -1.324 -1.123
H -1.370 -0.325 1.183
H -0.720 1.929 -1.917
H -1.441 2.063 -0.415
H -2.018 0.951 -1.533
```



No. 13
This record from the OMol25 dataset describes a cluster of 2 separate species, C5H10N in total. The level of theory is ωB97M-V with the def2-TZVPD basis set.

Summary:
LUMO energy in hartree: -0.1598
Relative energy (zero: lowest compared OMol25 entry of this formula, charge and spin) in kJ/mol: 587.8
Kohn-Sham gap in Eh: 0.3203
HOMO level in eV: -13.065
Charge: +1

```
16
C5H10N, DFT ωB97M-V with the def2-TZVPD basis set
C 0.427 -0.453 0.086
C -1.829 -1.361 -0.001
C -2.480 -0.249 0.006
C 1.545 0.068 -0.483
C -2.017 1.140 0.280
N 3.064 -0.092 -0.135
H 0.667 -1.135 0.998
H -1.635 -2.441 -0.016
H -3.568 -0.249 -0.143
H 1.387 0.677 -1.383
H -2.018 1.428 1.393
H -2.601 1.881 -0.368
H -0.894 1.199 -0.017
H 3.454 0.653 -0.678
H 3.334 -1.121 -0.352
H 3.165 0.056 0.813
```



No. 14
This record from the OMol25 dataset describes a cluster of 2 separate species, C5H10N in total. The level of theory is ωB97M-V with the def2-TZVPD basis set.

Summary:
LUMO energy in hartree: -0.1855
Relative energy (zero: lowest compared OMol25 entry of this formula, charge and spin) in kJ/mol: 313.6
Kohn-Sham gap in Eh: 0.3216
HOMO level in eV: -13.798
Charge: +1

```
16
C5H10N, DFT ωB97M-V with the def2-TZVPD basis set
C -2.580 -0.943 -0.249
C 0.248 1.202 -0.583
C -2.184 0.414 -0.639
C 2.967 -0.050 1.290
C 2.022 -0.519 0.444
N -0.979 0.802 -0.635
H -3.613 -1.250 -0.348
H -2.001 -1.203 0.592
H 0.738 1.275 -1.537
H 0.521 1.837 0.324
H -3.022 1.012 -0.937
H -2.055 -1.663 -1.002
H 3.005 0.105 2.387
H 3.859 0.341 0.860
H 0.973 -0.826 0.649
H 2.100 -0.533 -0.617
```



Calculated max |F| (Eh/bohr), listed in the same order as above: 0.106, 0.076, 0.010, 0.104, 0.068, 0.010, 0.077, 0.157, 0.030, 0.113, 0.070, 0.024, 0.090, 0.077